Entry from the Open Molecules 2025 dataset: C40H28F6N9O4S5W as an isolated structure (wB97M-V/def2-TZVPD).

Calculated values
Strongest force on any atom (eV Å⁻¹): 0.65
LUMO energy (eV): -10.52
Net charge: +3
DFT total energy (hartree): -4990.92429

Cartesian coordinates (Å):
W  -1.22  0.45  0.37
S  3.11  -4.08  -3.27
S  -2.18  -2.21  0.21
S  -0.04  0.39  -3.28
S  0.95  -2.54  -1.77
S  3.64  -2.49  -0.74
F  3.31  -5.16  -0.22
F  5.29  -4.34  0.14
F  3.62  -3.84  1.44
F  4.81  -2.57  -4.57
F  3.00  -1.53  -3.97
F  2.94  -2.94  -5.60
O  4.32  -4.67  -2.83
O  4.85  -2.12  -1.45
O  0.53  -1.55  0.76
O  2.01  -4.79  -3.83
N  -2.53  2.14  -2.04
N  2.01  0.28  1.11
N  0.47  0.73  -0.73
N  2.50  -3.22  -1.91
N  -0.98  -0.78  -2.51
N  -0.17  0.12  2.05
N  -1.27  2.17  1.51
N  -0.66  1.62  3.80
N  -2.00  3.51  -0.29
C  2.03  1.80  -2.05
C  -1.12  2.42  2.87
C  4.00  -4.12  0.19
C  3.81  2.35  -0.51
C  2.65  2.46  -3.11
C  -5.41  -0.20  -0.77
C  -0.06  0.54  3.32
C  -3.38  0.42  0.58
C  3.85  3.09  -2.84
C  0.89  -0.30  4.00
C  -1.49  4.47  4.38
C  4.42  3.04  -1.56
C  -1.81  5.82  4.34
C  -6.12  0.79  -0.16
C  -1.70  3.43  0.93
C  -2.09  6.47  3.14
C  0.80  1.04  -1.97
C  2.26  -1.18  5.71
C  -1.76  4.44  1.97
C  -1.36  -3.64  -0.57
C  2.57  -1.91  3.40
C  2.60  1.75  -0.78
C  -2.08  5.79  1.92
C  -3.03  -1.30  -1.12
C  3.51  -2.67  -4.46
C  -5.50  1.49  0.91
C  1.53  -1.10  3.04
C  1.73  0.91  0.07
C  -4.07  -0.55  -0.27
C  0.15  -3.76  -0.71
C  1.25  -0.32  5.34
C  -1.48  3.80  3.17
C  -1.13  -1.94  -3.38
C  -2.06  -0.26  -1.66
C  -2.04  2.25  -0.89
C  0.13  -2.82  -3.36
C  0.98  -0.71  1.67
C  -4.16  1.32  1.27
C  -2.83  0.82  -2.47
C  2.92  -1.96  4.75
H  3.12  -2.50  2.68
H  4.35  3.64  -3.62
H  -3.53  -1.97  -1.83
H  -1.30  -1.68  -4.43
H  5.36  3.54  -1.39
H  0.74  0.31  6.06
H  0.66  -3.66  0.25
H  -3.75  1.97  2.02
H  -0.10  -3.87  -3.52
H  4.27  2.29  0.46
H  0.85  -2.51  -4.12
H  -6.09  2.22  1.45
H  -2.00  -2.49  -3.06
H  0.38  -4.73  -1.16
H  -3.91  0.70  -2.40
H  -1.67  -4.45  0.09
H  -2.29  6.28  0.99
H  2.57  -1.24  6.75
H  -1.26  3.96  5.31
H  2.21  2.50  -4.10
H  -2.33  7.52  3.15
H  3.72  -2.61  5.06
H  -2.62  0.71  -3.54
H  -1.86  -3.81  -1.52
H  -5.87  -0.83  -1.53
H  -4.43  -1.28  0.50
H  -7.12  1.03  -0.46
H  -1.84  6.39  5.26

Atomic partial charges in e from the Löwdin method, atoms 1 to 4:
1 W 1.81
2 S 0.72
3 S 1.08
4 S 1.22

***

Entry from the Open Molecules 2025 dataset: C40H29N6O2S2SbSe4Ti as an isolated structure at a distorted geometry (wB97M-V/def2-TZVPD).

Calculated values
Strongest force on any atom (eV Å⁻¹): 1.74
LUMO energy (alpha / beta) (eV): 3.55 / 3.54
Multiplicity: 3
Expectation value of S²: 2.0438
Net charge: -2
DFT total energy (hartree): -13512.87145

Cartesian coordinates (Å):
Sb  -2.55  -2.91  -1.37
Se  -1.76  -0.77  -2.51
Se  -4.89  -3.26  -1.95
Se  -1.22  -4.87  -1.91
Se  -2.35  -2.24  1.10
Ti  -1.22  -0.38  0.06
S  4.84  -1.67  3.84
S  -5.06  4.58  3.87
O  1.30  2.79  -1.32
O  0.28  -1.56  -0.69
N  -2.80  1.15  -0.60
N  2.24  0.90  -2.20
N  0.21  -0.57  1.78
N  -2.07  0.81  1.90
N  -4.68  -0.20  -0.46
N  0.55  0.66  -0.78
C  1.36  1.58  -1.41
C  -3.42  2.61  2.77
C  -0.98  1.33  2.56
C  2.44  0.19  3.31
C  1.34  1.02  3.26
C  0.74  -2.88  -4.83
C  -2.23  2.27  -1.07
C  3.62  -2.56  -1.81
C  2.39  -1.07  2.69
C  4.57  -4.09  3.07
C  3.41  -2.07  2.92
C  1.31  -2.35  -5.97
C  -4.07  2.73  -2.51
C  -3.23  1.42  2.07
C  -1.08  2.50  3.37
C  3.43  -3.40  2.59
C  5.43  -3.29  3.75
C  2.09  -0.54  -2.13
C  5.60  -0.98  -0.69
C  4.86  -3.10  -1.50
C  0.20  0.60  2.50
C  -2.30  3.15  3.44
C  3.37  -1.21  -1.61
C  0.97  -2.30  -3.60
C  4.36  -0.43  -1.01
C  -6.65  4.78  3.24
C  1.26  -1.36  1.92
C  -2.82  3.09  -2.01
C  -6.90  3.88  2.25
C  0.09  2.94  4.07
C  1.24  2.24  4.01
C  2.11  -1.21  -5.87
C  2.32  -0.62  -4.64
C  5.86  -2.31  -0.97
C  0.91  -0.57  -1.12
C  -5.81  3.02  1.98
C  -4.69  1.62  -2.01
C  -4.71  3.25  2.78
C  1.75  -1.16  -3.49
C  -4.04  0.84  -1.02
H  -4.15  -0.82  0.15
H  -4.54  3.32  -3.28
H  4.18  0.62  -0.81
H  0.10  -3.76  -4.87
H  5.04  -4.15  -1.69
H  -7.84  3.84  1.71
H  2.11  2.57  4.57
H  4.74  -5.14  2.90
H  6.36  -0.34  -0.25
H  -2.39  4.06  4.02
H  -4.09  0.93  1.63
H  -7.29  5.55  3.64
H  2.96  0.26  -4.58
H  -2.29  3.96  -2.37
H  2.86  -3.20  -2.25
H  2.87  1.37  -2.82
H  2.56  -0.79  -6.76
H  1.18  -2.33  1.43
H  1.14  -2.81  -6.94
H  0.54  -2.76  -2.72
H  2.64  -3.88  2.03
H  3.29  0.48  3.91
H  6.37  -3.54  4.21
H  6.83  -2.73  -0.73
H  -5.40  -0.66  -0.98
H  -1.23  2.49  -0.70
H  -5.83  2.27  1.21
H  0.01  3.84  4.67
H  -5.65  1.28  -2.37

Atomic partial charges in e from the Löwdin method, atoms 1 to 4:
1 Sb -0.15
2 Se 0.32
3 Se -0.26
4 Se -0.22